{
  "formula": "C4H5O3",
  "method": "the ωB97M-V functional and the def2-TZVPD basis",
  "symbols": ["C", "C", "C", "C", "O", "O", "O", "H", "H", "H", "H", "H"],
  "coordinates": [[-1.033, 1.509, -1.538], [-0.528, 0.317, -1.995], [-0.139, 0.456, 0.052], [0.830, -1.222, 1.807], [-0.753, 1.579, -0.180], [0.041, -0.318, -0.889], [0.181, 0.013, 1.569], [-1.403, 2.496, -1.869], [-0.285, -0.282, -2.930], [1.972, -1.121, 1.706], [0.472, -2.139, 1.279], [0.644, -1.287, 2.987]],
  "orbital_gap_ha": 0.4016,
  "e_homo_ev": -15.55,
  "lumo_ev": -4.62,
  "de_lowest_kcal_mol": 58.5,
  "total_charge": 1,
  "energy_ha": -380.73452
}